Record 1
{"formula": "C4H8NO3", "method": "wB97M-V/def2-TZVPD", "elements": ["O", "C", "N", "C", "C", "O", "C", "O", "H", "H", "H", "H", "H", "H", "H", "H"], "xyz": [[-2.3789, -1.4892, 0.3220], [-2.1800, -0.6713, -0.5505], [-1.1170, 0.1588, -0.5688], [-0.0052, 0.0322, 0.4099], [0.5623, 1.4783, 0.6364], [1.9259, 1.4463, 0.6105], [0.9909, -1.0988, -0.0598], [2.0762, -0.6302, -0.8481], [-2.8964, -0.4445, -1.3597], [-0.8877, 0.6965, -1.3909], [-0.4322, -0.2787, 1.3729], [0.0019, 2.1339, 0.0032], [0.2228, 1.8613, 1.6357], [2.2357, 0.3170, -0.4756], [0.5046, -1.9401, -0.5676], [1.3771, -1.5715, 0.8302]], "forces_ev_per_angstrom": [[0.0, -0.1, -0.2], [-0.4, 0.2, 0.3], [1.3, 0.4, 0.7], [-1.1, -0.9, -0.5], [0.1, -1.7, 0.7], [-0.6, 1.2, 0.2], [0.4, 0.6, 0.7], [-0.5, 2.0, 0.5], [0.1, -0.3, 0.0], [-0.3, -0.1, -0.1], [-0.1, -0.3, -0.5], [0.4, 1.0, -1.1], [0.6, -0.6, -0.1], [0.3, -2.2, -0.9], [-0.4, 0.6, -0.2], [0.4, 0.0, 0.6]], "de_lowest_kcal_mol": 38.64, "energy_ha": -437.58500, "gap_ev": [10.584, 7.157], "homo_ev": [-10.0, -10.0], "spin_multiplicity": 2, "e_lumo_ha": [0.0224, -0.1038], "molar_mass_g_mol": 118.11}

---

Record 2
{"formula": "C12H48N24O12", "method": "wB97M-V/def2-TZVPD", "elements": ["N", "C", "N", "O", "H", "H", "H", "H", "N", "C", "N", "O", "H", "H", "H", "H", "N", "C", "N", "O", "H", "H", "H", "H", "N", "C", "N", "O", "H", "H", "H", "H", "N", "C", "N", "O", "H", "H", "H", "H", "N", "C", "N", "O", "H", "H", "H", "H", "N", "C", "N", "O", "H", "H", "H", "H", "N", "C", "N", "O", "H", "H", "H", "H", "N", "C", "N", "O", "H", "H", "H", "H", "N", "C", "N", "O", "H", "H", "H", "H", "N", "C", "N", "O", "H", "H", "H", "H", "N", "C", "N", "O", "H", "H", "H", "H"], "xyz": [[1.4668, -0.6007, 1.2852], [2.7372, -1.0521, 1.0267], [3.6297, -0.0440, 0.7581], [2.9619, -2.2265, 0.8195], [1.2885, 0.3999, 1.3790], [0.6721, -1.1461, 0.9910], [4.6044, -0.1265, 0.5390], [3.2309, 0.8666, 0.9181], [1.5135, 6.0123, 6.2711], [1.0939, 4.8920, 5.6599], [0.9147, 3.8529, 6.5316], [0.9937, 4.7489, 4.4549], [1.7547, 6.7491, 5.6276], [1.1040, 6.1989, 7.1707], [0.3610, 3.1246, 6.1116], [1.1043, 3.9994, 7.5058], [1.3516, 0.6982, 6.5278], [1.9690, 0.2446, 7.6085], [3.2997, 0.4521, 7.6690], [1.2907, -0.3227, 8.4817], [1.9407, 1.0885, 5.8087], [0.3490, 0.7317, 6.4478], [3.7569, 0.1664, 8.5177], [3.5603, 1.2834, 7.1635], [-2.5198, 2.5742, 7.1861], [-2.9379, 3.6873, 6.5336], [-2.4153, 3.7925, 5.3056], [-3.5130, 4.6053, 7.1253], [-2.9897, 2.3652, 8.0513], [-2.1029, 1.8122, 6.6479], [-1.6975, 3.1235, 5.0833], [-2.4180, 4.7042, 4.8810], [-5.3534, -3.9509, 9.1966], [-4.9404, -2.6834, 9.1061], [-3.8054, -2.4713, 8.3800], [-5.5169, -1.7191, 9.5853], [-6.2997, -4.1020, 9.5013], [-4.8409, -4.6877, 8.7431], [-3.3739, -1.5761, 8.5404], [-3.3867, -3.2445, 7.8922], [-1.0050, -3.0801, 9.2800], [-0.7959, -3.7295, 8.1000], [-0.5793, -2.8569, 7.0890], [-0.7140, -4.9668, 8.0709], [-0.8994, -2.0911, 9.1146], [-1.3250, -3.5424, 10.1091], [-0.4855, -1.8750, 7.2989], [-0.1347, -3.2600, 6.2776], [-3.7595, -3.2816, 4.5170], [-4.3098, -4.4896, 4.4338], [-5.6619, -4.5067, 4.3602], [-3.6735, -5.5440, 4.4017], [-4.4125, -2.5576, 4.7598], [-2.7534, -3.2530, 4.4978], [-6.1991, -3.6651, 4.4893], [-6.2078, -5.3491, 4.3469], [-1.6422, -1.2334, 5.1712], [-1.3005, -0.0118, 4.6675], [-0.8074, -0.0898, 3.3945], [-1.3913, 1.0676, 5.2497], [-1.9298, -1.0821, 6.1275], [-1.1390, -2.0259, 4.8002], [-0.5488, 0.7801, 2.9532], [-1.2273, -0.7776, 2.7848], [0.4702, -5.6570, 5.2431], [0.0783, -5.0116, 4.1473], [0.2972, -5.7600, 3.0242], [-0.3808, -3.8832, 4.2856], [0.5879, -6.6209, 4.9701], [0.2175, -5.4636, 6.2018], [1.0228, -6.4546, 3.0596], [0.2109, -5.3372, 2.1136], [0.5433, 2.8532, 0.0603], [0.6479, 2.8377, 1.4500], [0.1549, 4.0070, 1.8534], [0.9610, 1.9081, 2.1741], [0.7850, 2.1143, -0.5803], [0.2118, 3.6877, -0.3811], [0.3453, 4.0853, 2.8540], [0.2489, 4.8424, 1.3085], [-1.0474, 0.7369, 10.1631], [-1.9799, 0.1955, 9.3598], [-3.2354, 0.4199, 9.8013], [-1.7727, -0.3593, 8.2819], [-1.3376, 1.0115, 11.0829], [-0.0972, 0.6701, 9.8266], [-4.0189, 0.1964, 9.2086], [-3.4342, 0.6203, 10.7659], [-3.2041, -2.6262, 1.5966], [-2.5953, -1.7762, 0.7555], [-3.4616, -1.0031, 0.0766], [-1.3850, -1.5863, 0.6798], [-2.8011, -3.5426, 1.7207], [-4.2080, -2.5673, 1.6039], [-3.0547, -0.3085, -0.5269], [-4.4050, -1.3239, -0.0481]], "forces_ev_per_angstrom": [[0.2, 0.6, 0.1], [-1.1, -0.4, -1.8], [-0.5, 1.0, 0.6], [0.7, -0.6, 0.4], [0.1, -0.7, 0.2], [0.2, -0.4, 0.2], [-0.1, -0.5, 0.2], [0.6, 0.2, -0.1], [0.4, 1.0, -0.1], [0.3, -1.5, 0.7], [-0.1, 0.5, -1.1], [-0.2, 0.3, -0.5], [-0.2, 0.3, 0.4], [0.2, 0.5, -0.1], [0.0, -0.4, 0.8], [-0.4, -0.5, 0.1], [0.7, 0.9, -1.6], [-2.2, -1.2, 1.7], [0.3, 0.2, -0.3], [0.9, 0.0, 0.3], [-0.6, 0.0, -0.3], [-0.1, -0.1, 0.0], [0.1, 0.3, -0.1], [0.8, -0.1, 0.3], [-0.2, -1.0, 0.3], [0.7, 1.4, 2.3], [0.1, 0.2, -1.4], [-0.5, -0.4, -0.7], [0.0, 0.1, -0.1], [-0.4, 0.1, 0.4], [-0.1, 0.0, -0.6], [0.1, -0.1, 0.0], [-0.6, -1.1, 0.2], [0.9, 1.6, -0.9], [-0.9, -0.6, 0.1], [-0.7, 0.1, 0.7], [0.1, -0.1, 0.0], [-0.2, 0.0, 0.1], [0.5, -0.4, -0.6], [0.5, 0.4, 0.0], [0.3, 0.4, -1.0], [0.9, -0.9, 2.1], [0.0, -1.0, -0.4], [-0.3, 0.6, -1.1], [-0.4, 0.2, 1.3], [0.1, 0.1, -0.1], [0.3, -0.1, 0.0], [-0.1, 0.4, -0.3], [-0.3, 0.3, 0.1], [0.6, -2.6, 0.0], [-1.7, 0.7, -0.1], [0.0, 0.5, -0.2], [0.9, 0.7, 0.0], [-0.1, 0.5, 0.3], [0.1, 0.0, 0.0], [0.5, -0.2, 0.1], [-0.4, 2.3, 0.2], [0.5, -1.0, -2.4], [-0.6, 0.2, 0.2], [0.3, 0.1, 0.7], [0.0, -1.1, 0.2], [0.0, -0.3, 0.4], [0.1, 0.0, 0.1], [0.4, -0.2, 0.0], [1.0, -2.4, -0.1], [0.0, 0.9, 1.4], [-0.4, 0.5, -1.2], [-0.7, 0.8, -1.6], [0.2, -0.3, 1.2], [-0.5, 0.3, 0.1], [0.0, 0.0, 0.1], [-0.1, 0.3, 0.2], [0.8, -1.3, -0.4], [-1.2, 0.4, -3.1], [0.1, 0.6, 3.1], [0.3, 0.4, -0.1], [0.2, -0.2, 0.5], [-0.1, 0.0, 0.0], [-0.3, 0.8, -0.1], [0.1, 0.0, 0.0], [0.6, -0.5, -0.4], [-0.6, 0.8, 0.1], [-1.0, 0.0, 0.0], [0.3, 0.0, -0.3], [0.5, 0.2, 0.0], [0.3, -0.2, 0.4], [-0.1, -0.3, 0.3], [-0.1, 0.1, -0.1], [-0.4, -1.1, 0.5], [1.1, 1.0, -0.2], [-0.5, 0.7, -0.6], [-0.1, -0.5, 0.1], [0.1, 0.2, 0.4], [0.0, -0.4, 0.2], [-0.3, -0.1, 0.0], [0.0, 0.3, -0.3]], "de_lowest_kcal_mol": 60.35, "energy_ha": -2703.56481, "gap_ev": 9.053, "homo_ev": -8.7, "e_lumo_ha": 0.0118, "molar_mass_g_mol": 720.67}

---

Record 3
{"formula": "C36H37Cl6N5O10", "method": "wB97M-V/def2-TZVPD", "elements": ["O", "N", "O", "C", "C", "C", "C", "C", "C", "H", "H", "H", "H", "H", "O", "N", "O", "C", "C", "C", "C", "C", "C", "H", "H", "H", "H", "H", "O", "N", "O", "C", "C", "C", "C", "C", "C", "H", "H", "H", "H", "H", "O", "N", "O", "C", "C", "C", "C", "C", "C", "H", "H", "H", "H", "H", "O", "N", "O", "C", "C", "C", "C", "C", "C", "H", "H", "H", "H", "H", "Cl", "C", "C", "Cl", "H", "H", "H", "H", "Cl", "C", "C", "Cl", "H", "H", "H", "H", "Cl", "C", "C", "Cl", "H", "H", "H", "H"], "xyz": [[-2.8027, 1.2563, 1.4323], [-3.1046, 2.3290, 0.9438], [-3.3680, 3.3591, 1.5774], [-3.1104, 2.3995, -0.5616], [-2.6691, 1.3455, -1.3910], [-2.4981, 1.5964, -2.7380], [-2.9040, 2.7618, -3.2918], [-3.4182, 3.8255, -2.5087], [-3.5203, 3.6228, -1.1179], [-2.4098, 0.4058, -0.9261], [-2.0160, 0.8698, -3.3752], [-2.7524, 2.8723, -4.3554], [-3.6743, 4.7579, -2.9898], [-3.9859, 4.3987, -0.5284], [0.2783, 3.1049, 0.9423], [0.1645, 4.2874, 1.3281], [0.5492, 4.6137, 2.4289], [-0.5979, 5.2334, 0.4904], [-1.5764, 6.0182, 1.0690], [-2.4571, 6.7403, 0.2621], [-2.1870, 6.9216, -1.0567], [-1.1708, 6.1553, -1.6583], [-0.3889, 5.2894, -0.8796], [-1.7318, 6.0834, 2.1358], [-3.2493, 7.2825, 0.7568], [-2.6713, 7.7141, -1.6078], [-0.9135, 6.4255, -2.6718], [0.3695, 4.7602, -1.4374], [-4.1681, -3.3890, -1.5509], [-3.0332, -2.9779, -1.8615], [-2.7497, -1.7797, -1.8492], [-1.9248, -3.9278, -2.1283], [-0.6494, -3.4566, -2.5851], [0.4800, -4.2643, -2.5550], [0.2812, -5.6524, -2.1850], [-1.0237, -6.1532, -1.9358], [-2.0852, -5.3010, -1.8814], [-0.5247, -2.3940, -2.7324], [1.4425, -3.8660, -2.8399], [1.1231, -6.3166, -2.3130], [-1.1113, -7.1709, -1.5850], [-2.9722, -5.7501, -1.4595], [-1.4199, 0.3046, -7.2832], [-0.7285, 0.8198, -6.3785], [-0.8729, 1.9631, -6.0636], [0.4418, 0.0958, -5.8223], [0.9745, 0.4456, -4.5996], [2.1573, -0.1286, -4.0933], [2.7948, -1.0994, -4.8579], [2.2729, -1.4891, -6.0952], [1.1681, -0.8756, -6.5822], [0.5175, 1.2249, -4.0077], [2.4783, 0.1320, -3.0956], [3.7698, -1.4862, -4.6006], [2.7113, -2.3722, -6.5361], [0.8707, -1.2320, -7.5574], [6.5212, -3.5205, 3.8003], [5.2924, -3.3538, 3.8710], [4.5426, -4.1078, 3.2702], [4.8077, -2.2357, 4.6373], [3.5544, -1.7036, 4.2630], [2.8630, -0.8126, 5.0324], [3.5229, -0.2962, 6.1397], [4.8306, -0.6941, 6.4705], [5.4540, -1.6449, 5.7513], [3.0646, -1.9791, 3.3407], [1.8698, -0.5473, 4.7013], [3.1036, 0.4397, 6.8098], [5.3423, -0.2944, 7.3335], [6.4209, -2.0203, 6.0520], [-0.5469, -1.0917, 2.4998], [-0.3965, -1.1115, 0.7062], [0.7660, -0.2385, 0.2732], [2.2502, -0.8180, 1.0137], [-1.3007, -0.6137, 0.3560], [-0.5279, -2.1549, 0.4195], [0.5216, 0.7347, 0.6990], [0.8201, -0.1168, -0.8087], [-2.8718, 1.7825, 6.1220], [-2.1877, 1.6011, 4.4508], [-0.6958, 1.9938, 4.3589], [0.2723, 1.3376, 5.6821], [-2.6915, 2.3580, 3.8495], [-2.4066, 0.6123, 4.0478], [-0.5131, 3.0683, 4.3435], [-0.2788, 1.6724, 3.4044], [1.4098, -5.5805, 3.4080], [1.3198, -4.2817, 2.2137], [0.3890, -4.7897, 1.0892], [-1.3025, -4.5284, 1.6484], [2.3111, -4.1141, 1.7927], [0.9776, -3.3907, 2.7401], [0.5670, -5.7998, 0.7202], [0.5211, -4.0934, 0.2611]], "forces_ev_per_angstrom": [[-0.1, 0.5, 0.0], [-0.1, 0.2, -0.5], [0.4, -1.4, -0.7], [-0.3, 0.8, -0.7], [0.2, 0.8, 1.9], [0.2, -1.3, 0.5], [-0.4, 2.3, -0.2], [0.5, -1.7, 0.4], [-0.1, -0.1, -1.0], [0.0, 0.0, -0.2], [-0.2, -0.3, 0.1], [-0.1, 0.3, -0.1], [-0.2, 0.0, 0.2], [0.3, -0.1, 0.3], [-0.3, 1.8, -0.5], [0.0, -2.2, 0.6], [-0.2, 0.9, -0.3], [0.0, 0.0, -0.4], [-0.7, -0.3, 0.3], [0.5, 0.4, 1.5], [0.8, -0.5, -1.2], [0.0, 1.0, 1.1], [-0.4, 0.4, -1.3], [0.2, -0.4, 0.1], [0.0, 0.1, 0.0], [-0.3, -0.2, -0.2], [0.1, -0.6, -0.2], [0.2, -0.4, 0.5], [2.4, 0.1, -0.9], [-1.4, 0.4, 1.0], [0.1, -0.9, -0.4], [1.2, -0.9, -0.7], [-1.0, 0.4, 1.5], [-1.7, -2.3, 0.4], [-0.6, 1.5, -1.6], [3.0, 0.4, 0.2], [-1.0, 1.1, 0.7], [-0.2, 0.1, -0.3], [0.1, -0.1, 0.1], [0.1, -0.2, 0.5], [-0.2, -0.1, -0.3], [-0.5, 0.6, -0.3], [1.4, -0.2, 1.8], [-0.4, -1.2, -2.8], [-0.1, 1.2, 1.3], [1.6, -1.2, -0.6], [0.0, 0.5, 0.6], [-0.7, -0.6, -0.9], [0.2, 0.6, 0.0], [0.7, -0.2, 1.7], [-2.1, 0.4, -0.6], [-0.3, 0.0, 0.0], [0.3, 0.2, -0.1], [-0.1, -0.2, 0.5], [0.1, 0.3, -0.6], [-0.7, 0.4, -0.1], [-1.0, 0.7, 0.7], [2.6, -1.2, -1.2], [-0.7, 0.9, 0.6], [-1.9, 1.8, 0.6], [0.7, -1.4, -0.7], [0.6, 0.6, 0.6], [0.4, 0.3, 0.7], [-1.3, 0.9, 0.3], [0.9, -2.5, -1.8], [0.2, -0.6, 0.0], [0.1, 0.3, 0.3], [-0.5, 0.1, -0.2], [-0.1, 0.2, 0.0], [0.1, 0.0, -0.1], [0.0, 0.0, -0.1], [-1.1, 0.4, 0.2], [-1.1, -0.1, 0.6], [0.8, 0.0, -0.4], [0.0, 0.0, 0.1], [0.8, 0.1, -0.2], [0.4, 0.1, -0.1], [0.3, -0.4, 0.0], [0.2, -0.2, -0.6], [0.5, 1.1, 0.0], [-0.5, 0.1, -0.2], [0.3, -0.2, 0.1], [-0.2, -0.3, 0.0], [0.1, 0.1, 0.4], [-0.4, 0.0, 0.4], [-0.1, -0.4, 0.1], [0.3, -0.3, 0.6], [-0.1, -1.1, -0.8], [0.2, 2.0, 0.5], [0.0, -0.5, -0.4], [0.1, 0.0, 0.2], [-0.2, -0.1, -0.4], [-0.1, 0.1, 0.5], [-0.1, -0.1, -0.2]], "de_lowest_kcal_mol": 42.44, "energy_ha": -5180.82349, "gap_ev": 8.440, "homo_ev": -9.6, "e_lumo_ha": -0.0444, "molar_mass_g_mol": 912.44}